Formula: C14H21N6O6Pm
Source: the OMol25 dataset
Level of theory: ωB97M-V/def2-TZVPD

Values from the calculation:
E_HOMO (spin up / spin down) in eV: -8.209 / -8.233
HOMO-LUMO gap (spin up / spin down) in eV: 8.0 / 8.0
Charge: 0
Electronic energy in a.u.: -1934.5677
Spin multiplicity: 5
⟨S²⟩: 6.004

Each line ends with the Mulliken spin population.
Element x y z (Å)
Pm 0.13 -0.05 -1.05  4.01
O 0.36 -4.26 -1.42  0.00
C 0.19 -3.16 -0.93  0.00
O -0.56 -2.20 -1.38  0.00
C 0.94 -2.79 0.34  0.00
C 1.70 -3.71 1.04  0.00
C 2.29 -3.31 2.23  0.00
C 2.05 -2.03 2.71  0.00
C 1.25 -1.18 1.97  0.00
N 0.75 -1.55 0.79  0.00
C 0.79 0.09 2.63  0.00
O 1.54 0.71 3.33  0.00
O 0.96 1.22 0.49  0.00
H 1.81 -4.71 0.64  0.00
H 2.90 -4.00 2.80  0.00
H 2.45 -1.68 3.65  0.00
C 0.18 3.26 -0.49  0.01
C -1.26 3.17 -0.95  0.00
N -1.64 1.82 -1.46  0.00
C -2.97 1.36 -1.06  0.00
C -2.94 0.88 0.38  0.00
N -1.97 -0.20 0.57  0.00
C -1.74 -0.51 1.99  0.00
C -0.71 0.36 2.72  0.00
N 0.40 2.49 0.74  0.00
H 0.41 4.31 -0.29  0.00
H 0.85 2.93 -1.30  0.00
H -1.47 3.91 -1.72  0.00
H -1.90 3.40 -0.10  0.00
H -1.56 1.84 -2.47  0.00
H -3.27 0.54 -1.72  0.00
H -3.73 2.15 -1.16  0.00
H -3.95 0.57 0.69  0.00
H -2.65 1.71 1.03  0.00
H -2.35 -1.05 0.14  0.00
H -1.45 -1.56 2.06  0.00
H -2.69 -0.42 2.53  0.00
H -0.91 0.26 3.79  0.00
H -0.85 1.42 2.48  0.00
H 1.09 2.96 1.32  0.00
N 2.26 -1.21 -2.28  0.00
N 2.33 -0.59 -3.54  0.00
C 1.71 0.65 -3.77  0.00
O 2.08 1.31 -4.72  0.00
O 0.75 0.93 -2.93  0.00
H 3.16 -1.14 -1.81  0.00
H 2.05 -2.19 -2.43  0.00
H 3.17 -0.73 -4.08  0.00